## A
Molecular formula: C5H27NO9
Method: DFT, ωB97M-V/def2-TZVPD

Structure (SMILES): C[C@@H](C=O)N(C)C.O.O.O.O.O.O.O.O
Frontier orbital gap (eV): 9.8360
HOMO level (eV): -9.51

```
! RIJCOSX wB97M-V def2-TZVPD def2/J DEFGRID3
* xyz 0 1
O -2.621 0.674 -0.946
O -0.522 -0.789 -2.794
O -1.296 2.264 -2.627
O -2.220 -3.171 1.703
O 2.204 -2.653 1.914
O 2.160 -0.554 -2.037
O 0.607 -2.309 -0.629
O -1.099 -0.806 0.878
O 0.168 -4.417 1.098
N 0.184 2.324 -0.125
C 0.374 1.033 0.568
C 1.177 1.080 1.880
C -0.959 0.405 0.921
C 1.442 2.768 -0.723
C -0.379 3.375 0.714
H -2.307 1.353 -1.591
H 0.110 -5.383 1.038
H 1.295 -0.509 -2.510
H -1.376 3.093 1.053
H 0.678 1.610 2.679
H 2.179 3.093 0.018
H -3.471 0.342 -1.272
H 0.907 0.364 -0.114
H -0.010 -1.771 -0.075
H -1.169 -0.383 -2.194
H -0.699 2.371 -1.856
H 2.157 1.531 1.713
H -0.349 -1.662 -2.410
H 1.558 -3.379 1.798
H -2.051 -2.292 1.308
H 0.522 -3.213 -0.252
H 2.208 -2.188 1.068
H 1.886 1.972 -1.332
H 2.029 -1.300 -1.434
H -2.337 -3.041 2.656
H 1.403 0.052 2.193
H -0.540 4.278 0.118
H -1.761 1.069 1.255
H -0.735 -4.094 1.360
H -0.875 1.581 -3.167
H 1.252 3.618 -1.386
H 0.276 3.662 1.540
*
```


## B
Molecular formula: C5H27NO9
Method: DFT, ωB97M-V/def2-TZVPD

Structure (SMILES): CN[C@H](CO)[C@@H](C)O.O.O.O.O.O.O.O
Frontier orbital gap (eV): 8.7626
HOMO level (eV): -8.33

```
! RIJCOSX wB97M-V def2-TZVPD def2/J DEFGRID3
* xyz 0 1
O -1.945 2.257 1.275
O -3.149 -0.011 0.305
O 3.412 0.714 -1.070
O 0.573 1.969 2.024
O -0.120 0.672 -1.216
O 2.010 -3.184 -0.306
O 1.809 1.480 -3.061
O 3.135 0.855 1.848
O -3.093 1.009 -2.498
N -0.118 -1.513 1.544
C -2.279 -1.130 0.550
C -0.573 -1.608 -1.831
C -0.823 -0.628 0.614
C -0.046 -0.714 -0.725
C 0.067 -1.180 2.955
H 2.765 -3.747 -0.104
H 0.673 2.670 2.677
H -1.933 2.856 0.521
H 1.676 1.489 -4.015
H -3.484 0.282 -1.993
H -0.182 -0.136 3.149
H 1.090 -1.432 3.211
H 3.697 0.677 1.081
H -2.500 -1.474 1.567
H -3.664 1.735 -2.210
H 0.084 -2.472 1.351
H 1.465 1.726 1.729
H -1.122 -2.512 -1.566
H 2.644 0.061 2.076
H 0.237 -1.876 -2.516
H -2.996 0.675 0.954
H -1.197 -1.102 -2.581
H 1.692 -2.861 0.546
H -2.520 -1.849 -0.224
H -1.002 1.988 1.392
H -0.689 -1.660 3.591
H 1.008 1.045 -2.720
H 1.017 -0.828 -0.545
H -0.660 0.324 1.104
H 3.458 1.664 -1.227
H 2.643 0.527 -1.624
H -1.027 0.899 -1.468
*
```


It comes down to A, which is 0.0640 hartree more stable than the next structure.


## A
Molecular formula: C3H5NSe
Method: DFT, ωB97M-V/def2-TZVPD

Frontier orbital gap (eV): 9.4603
HOMO level (eV): -8.95

```
! RIJCOSX wB97M-V def2-TZVPD def2/J DEFGRID3
* xyz 0 1
Se -1.390 0.653 0.066
N 2.278 0.557 -0.686
C -0.891 -0.971 -0.914
C 0.302 0.751 0.927
C 1.471 0.772 0.075
H -0.215 -0.781 -1.635
H 0.246 1.911 1.737
H -1.727 -1.373 -1.246
H 0.335 -0.027 1.682
H -0.409 -1.491 -0.005
*
```


## B
Molecular formula: C3H5NSe
Method: DFT, ωB97M-V/def2-TZVPD

Frontier orbital gap (alpha / beta) (eV): 7.4103 / 7.4087
HOMO level (alpha / beta) (eV): -9.17 / -9.17

```
! RIJCOSX wB97M-V def2-TZVPD def2/J DEFGRID3
* xyz 0 1
Se -1.263 0.711 -0.257
N 1.393 0.374 2.754
C -1.163 -0.915 0.480
C 0.700 -0.330 2.188
C 0.347 0.758 -1.338
H 1.190 1.448 -1.072
H 0.194 0.956 -2.346
H 0.871 -0.210 -1.325
H -0.285 -1.362 0.009
H -1.986 -1.428 0.908
*
```


It comes down to A, which is 0.0879 hartree more stable than the next structure.